# 1
Here is a molecular structure, C11H27N4Ru in a non-equilibrium geometry from the Open Molecules 2025 dataset. Energies are from ωB97M-V with the def2-TZVPD basis set.

- F_max: 5.0 eV/A
- <S²>: 8.755
- Energy: -748.4792 Eh

```
! wB97M-V def2-TZVPD RIJCOSX def2/J DEFGRID3
* xyz 2 6
Ru -5.027 4.587 9.392
C -3.357 1.662 10.166
C -2.623 3.020 10.452
N -3.053 4.022 9.458
C -2.254 5.300 9.354
C -2.766 6.305 10.368
N -4.273 6.400 10.191
C -5.097 6.955 11.265
C -6.600 7.102 10.965
C -7.449 6.430 9.832
N -7.175 5.015 9.598
C -7.697 4.121 10.730
C -7.095 2.666 10.585
N -5.569 2.748 10.559
C -4.871 1.587 9.992
H -2.987 1.256 9.219
H -3.088 0.915 10.968
H -2.985 3.308 11.439
H -1.551 2.849 10.463
H -2.790 3.556 8.517
H -1.196 5.039 9.591
H -2.254 5.626 8.280
H -2.492 6.087 11.395
H -2.292 7.292 10.143
H -4.431 7.018 9.384
H -4.906 6.361 12.145
H -4.727 8.017 11.529
H -7.090 6.727 11.916
H -6.839 8.182 10.898
H -8.482 6.578 10.068
H -7.324 7.001 8.892
H -7.627 4.791 8.697
H -7.309 4.471 11.698
H -8.796 4.195 10.744
H -7.482 2.056 11.400
H -7.406 2.231 9.658
H -5.324 2.860 11.536
H -5.206 0.711 10.538
H -5.164 1.471 8.955
C -5.091 5.681 7.715
H -4.119 6.064 7.422
H -5.753 6.521 7.647
H -5.465 5.042 6.869
*
```

# 2
Here is 3 unconnected molecules or ions with the total composition C16H16N2O6 in a non-equilibrium geometry from the Open Molecules 2025 dataset. Energies are from ωB97M-V with the def2-TZVPD basis set.

- F_max: 3.8 eV/A
- Structure (SMILES): O=[N+]([O-])c1ccccc1.O=[N+]([O-])c1ccccc1.O=C1CCCO1
- Energy: -1179.9978 Eh
- Energy relative to the best compared isomer or geometry (same formula, charge and spin): 541.9 kJ/mol

```
! wB97M-V def2-TZVPD RIJCOSX def2/J DEFGRID3
* xyz 0 1
C 13.687 18.023 -14.976
C 12.347 18.334 -14.788
C 11.570 17.531 -13.954
C 12.160 16.434 -13.323
C 13.504 16.094 -13.496
C 14.265 16.896 -14.410
N 11.420 15.702 -12.262
O 11.806 14.589 -11.857
O 10.389 16.322 -11.818
H 14.274 18.542 -15.720
H 11.883 19.153 -15.317
H 10.533 17.819 -13.869
H 13.914 15.219 -13.013
H 15.312 16.694 -14.584
C 16.624 29.336 -6.179
C 17.523 30.266 -6.715
C 17.592 31.455 -6.113
C 16.587 31.874 -5.202
C 15.580 30.979 -4.854
C 15.646 29.612 -5.204
N 16.658 33.245 -4.574
O 15.905 33.607 -3.685
O 17.524 33.968 -4.952
H 16.750 28.364 -6.633
H 18.289 29.979 -7.420
H 18.270 32.116 -6.631
H 14.827 31.477 -4.260
H 14.868 28.961 -4.832
O 15.492 22.769 -13.550
C 15.495 23.323 -12.489
O 16.354 24.406 -12.154
C 15.805 24.981 -10.973
C 15.158 23.862 -10.246
C 14.673 23.022 -11.299
H 15.334 25.953 -11.117
H 16.726 25.209 -10.437
H 14.385 24.250 -9.583
H 15.992 23.395 -9.722
H 13.646 23.248 -11.586
H 14.659 22.002 -10.913
*
```

# 3
Here is 9 unconnected molecules or ions with the total composition C16H50N4O16 in a non-equilibrium geometry from the Open Molecules 2025 dataset. Energies are from ωB97M-V with the def2-TZVPD basis set.

- F_max: 5.9 eV/A
- Structure (SMILES): NC(N)=O.NC(N)=O.OCCO.OCCO.OCCO.OCCO.OCCO.OCCO.OCCO
- Energy: -2062.2697 Eh
- Energy relative to the best compared isomer or geometry (same formula, charge and spin): 488.0 kJ/mol

```
! wB97M-V def2-TZVPD RIJCOSX def2/J DEFGRID3
* xyz 0 1
C 7.730 12.917 20.366
O 7.474 12.078 21.177
N 6.926 13.636 19.609
N 8.957 13.178 20.062
H 7.290 14.410 19.072
H 5.966 13.464 19.873
H 9.265 14.017 19.591
H 9.485 12.344 20.278
C 11.199 7.203 21.361
O 11.603 8.179 20.748
N 11.712 6.865 22.523
N 10.195 6.508 21.032
H 11.058 6.418 23.149
H 12.425 7.438 22.951
H 9.875 5.791 21.668
H 9.694 6.810 20.208
C 0.885 17.466 20.315
C -0.658 17.670 20.355
O -1.422 16.462 20.081
O 1.252 16.529 21.298
H 1.332 18.407 20.637
H 1.242 17.215 19.316
H -0.985 18.451 19.669
H -1.127 17.924 21.306
H -1.287 15.901 20.848
H 0.519 15.916 21.391
C 5.399 15.599 13.299
C 4.290 16.575 12.788
O 3.209 16.560 13.716
O 4.952 14.302 13.493
H 5.802 15.926 14.258
H 6.240 15.536 12.609
H 3.882 16.261 11.827
H 4.628 17.607 12.875
H 2.999 17.425 14.076
H 4.912 13.839 12.653
C 5.507 6.266 24.155
C 4.364 5.394 24.756
O 4.541 5.215 26.155
O 5.267 7.617 24.484
H 5.526 6.312 23.066
H 6.468 5.922 24.538
H 4.439 4.399 24.317
H 3.363 5.769 24.544
H 5.375 4.766 26.308
H 5.832 8.102 23.878
C 16.479 10.780 23.260
C 16.148 12.087 22.655
O 16.424 13.156 23.539
O 15.556 10.324 24.304
H 17.467 10.791 23.722
H 16.430 10.050 22.453
H 15.073 12.160 22.491
H 16.618 12.198 21.678
H 16.041 13.037 24.411
H 15.302 11.001 24.936
C 7.155 20.601 18.349
C 5.817 20.770 17.513
O 6.057 21.303 16.228
O 7.814 19.336 17.939
H 6.984 20.659 19.424
H 7.734 21.498 18.127
H 5.096 21.445 17.974
H 5.359 19.803 17.307
H 5.213 21.619 15.897
H 8.759 19.486 18.014
C 6.870 16.058 25.084
C 5.570 15.877 25.842
O 5.570 15.374 27.123
O 7.672 16.889 25.911
H 6.602 16.548 24.147
H 7.349 15.141 24.742
H 4.805 15.370 25.253
H 5.045 16.831 25.889
H 5.724 14.427 27.138
H 7.371 16.734 26.809
C 6.687 8.698 15.573
C 6.014 8.454 16.885
O 5.559 7.116 16.909
O 5.634 8.658 14.576
H 7.458 8.003 15.242
H 7.175 9.666 15.467
H 5.192 9.167 16.942
H 6.725 8.661 17.685
H 5.006 7.048 16.127
H 5.606 9.556 14.238
*
```

# 4
Here is a single C3H4N2 molecule in a non-equilibrium geometry from the Open Molecules 2025 dataset. Energies are from ωB97M-V with the def2-TZVPD basis set.

- F_max: 5.8 eV/A
- Structure (SMILES): N#C[C@H]1CN1
- Energy: -226.1278 Eh
- Energy relative to the best compared isomer or geometry (same formula, charge and spin): 255.7 kJ/mol

```
! wB97M-V def2-TZVPD RIJCOSX def2/J DEFGRID3
* xyz 0 1
C -0.689 -1.426 -0.452
C -0.260 -0.226 0.246
C 0.784 0.503 -0.282
H -0.121 -0.580 1.352
H 1.190 0.397 -1.264
H 1.448 1.060 0.460
H -0.579 1.445 0.940
N -1.135 -2.366 -0.969
N -0.638 1.192 -0.030
*
```

- Which formula does entry 4 have?
  C3H4N2

- What is the formula in the third record?
  C16H50N4O16

Copy entry 1 word for word.
Here is a molecular structure, C11H27N4Ru in a non-equilibrium geometry from the Open Molecules 2025 dataset. Energies are from ωB97M-V with the def2-TZVPD basis set.

- F_max: 5.0 eV/A
- <S²>: 8.755
- Energy: -748.4792 Eh

```
! wB97M-V def2-TZVPD RIJCOSX def2/J DEFGRID3
* xyz 2 6
Ru -5.027 4.587 9.392
C -3.357 1.662 10.166
C -2.623 3.020 10.452
N -3.053 4.022 9.458
C -2.254 5.300 9.354
C -2.766 6.305 10.368
N -4.273 6.400 10.191
C -5.097 6.955 11.265
C -6.600 7.102 10.965
C -7.449 6.430 9.832
N -7.175 5.015 9.598
C -7.697 4.121 10.730
C -7.095 2.666 10.585
N -5.569 2.748 10.559
C -4.871 1.587 9.992
H -2.987 1.256 9.219
H -3.088 0.915 10.968
H -2.985 3.308 11.439
H -1.551 2.849 10.463
H -2.790 3.556 8.517
H -1.196 5.039 9.591
H -2.254 5.626 8.280
H -2.492 6.087 11.395
H -2.292 7.292 10.143
H -4.431 7.018 9.384
H -4.906 6.361 12.145
H -4.727 8.017 11.529
H -7.090 6.727 11.916
H -6.839 8.182 10.898
H -8.482 6.578 10.068
H -7.324 7.001 8.892
H -7.627 4.791 8.697
H -7.309 4.471 11.698
H -8.796 4.195 10.744
H -7.482 2.056 11.400
H -7.406 2.231 9.658
H -5.324 2.860 11.536
H -5.206 0.711 10.538
H -5.164 1.471 8.955
C -5.091 5.681 7.715
H -4.119 6.064 7.422
H -5.753 6.521 7.647
H -5.465 5.042 6.869
*
```

- F_max of number 1 (C11H27N4Ru)?
  5.0 eV/A